234
Properties=species:S:1:pos:R:3:mulliken_charge:R:1 method="wB97M-V/def2-TZVPD" e_above_lowest_ev=0.000 lumo_ev=0.31 gap_ev=8.45
C 4.38 3.73 -8.48 -0.825
O 3.42 3.17 -7.49 -0.308
C 3.28 1.77 -7.52 -0.652
C 2.79 1.26 -6.15 0.193
N 2.83 -0.26 -6.12 -0.372
C 2.33 -0.77 -4.84 0.555
C 2.38 -2.29 -4.90 -0.976
O 1.77 -2.87 -3.73 -0.231
C 0.33 -2.82 -3.69 -0.443
H 5.43 3.59 -8.20 0.318
H 4.28 4.80 -8.63 0.245
H 4.21 3.26 -9.45 0.337
H 4.22 1.34 -7.87 0.520
H 2.58 1.54 -8.32 0.331
H 1.84 1.64 -5.78 -0.212
H 3.53 1.62 -5.43 0.127
H 2.29 -0.65 -6.87 0.303
H 1.32 -0.40 -4.70 -0.003
H 2.95 -0.43 -4.01 -0.196
H 3.43 -2.55 -4.96 0.282
H 1.88 -2.66 -5.80 0.457
H -0.04 -3.36 -2.82 0.199
H 0.05 -3.47 -4.52 0.548
H -0.09 -1.83 -3.85 -0.220
C 4.09 8.36 5.78 -0.747
O 3.01 7.85 4.99 -0.298
C 1.74 7.93 5.61 -0.587
C 0.61 7.44 4.66 -0.688
N 0.83 5.97 4.39 -0.478
C -0.08 5.54 3.27 -1.145
C 0.33 4.15 2.77 0.441
O 1.65 4.28 2.24 -0.382
C 2.45 3.18 1.86 -0.187
H 3.98 8.09 6.83 0.323
H 4.19 9.44 5.74 0.264
H 4.97 7.83 5.41 0.238
H 1.57 8.97 5.89 0.453
H 1.83 7.37 6.54 0.368
H 0.49 8.07 3.77 0.345
H -0.33 7.54 5.20 0.338
H 1.79 5.87 4.08 0.338
H -0.08 6.28 2.47 0.527
H -1.11 5.57 3.63 0.217
H -0.36 3.82 1.99 0.015
H 0.32 3.46 3.61 0.156
H 1.98 2.64 1.04 -0.036
H 2.61 2.48 2.68 0.192
H 3.39 3.60 1.51 0.243
C -3.76 -2.89 4.18 -0.227
O -2.60 -3.55 4.70 -0.568
C -1.65 -3.88 3.75 1.065
C -0.42 -4.66 4.18 -0.370
N 0.30 -4.06 5.32 -0.207
C 1.43 -4.89 5.74 -0.210
C 1.11 -6.29 6.32 -1.031
O 0.71 -7.22 5.42 -0.092
C 0.33 -8.47 5.86 -0.923
H -4.66 -2.85 4.79 0.445
H -4.20 -3.48 3.38 -0.188
H -3.53 -1.91 3.77 0.160
H -1.32 -2.93 3.33 -0.292
H -2.18 -4.54 3.06 -0.145
H 0.24 -4.93 3.36 -0.700
H -0.89 -5.61 4.44 0.638
H -0.35 -3.99 6.09 0.416
H 1.86 -4.30 6.55 0.531
H 2.13 -5.07 4.93 -0.234
H 0.39 -6.14 7.13 0.382
H 2.05 -6.63 6.76 0.572
H 0.34 -9.15 5.01 0.209
H -0.62 -8.37 6.39 0.363
H 0.99 -8.90 6.60 0.345
C -5.88 5.98 -2.77 -0.783
O -5.09 4.85 -2.57 -0.120
C -5.20 4.00 -3.68 -0.807
C -4.49 2.65 -3.34 0.025
N -4.53 1.60 -4.39 0.060
C -3.74 1.91 -5.58 -0.903
C -2.16 2.21 -5.42 0.671
O -1.74 3.23 -6.33 -0.487
C -0.38 3.44 -6.46 -0.521
H -6.96 5.90 -2.87 0.367
H -5.52 6.70 -3.50 0.360
H -5.85 6.52 -1.83 0.110
H -4.84 4.42 -4.62 0.455
H -6.26 3.81 -3.86 0.384
H -4.95 2.34 -2.40 0.015
H -3.52 2.97 -2.96 -0.449
H -5.50 1.36 -4.49 0.362
H -4.19 2.77 -6.07 0.390
H -3.93 1.08 -6.27 0.317
H -1.63 1.27 -5.59 0.212
H -1.92 2.45 -4.38 -0.306
H -0.21 4.15 -7.27 0.334
H 0.09 2.49 -6.72 0.270
H 0.10 3.63 -5.50 0.116
C 3.95 -5.17 2.52 -1.488
C 4.61 -3.98 1.80 0.056
C 3.76 -3.55 0.55 1.136
O 3.70 -4.65 -0.38 -0.570
C 3.26 -4.29 -1.65 -0.456
N 4.78 -2.85 2.70 -0.275
H 2.93 -4.93 2.82 -0.051
H 4.43 -5.52 3.44 0.453
H 3.91 -6.05 1.88 0.457
H 5.56 -4.17 1.31 0.502
H 4.28 -2.71 0.10 -0.115
H 2.80 -3.20 0.94 -0.607
H 4.09 -3.91 -2.26 0.267
H 2.48 -3.52 -1.63 -0.032
H 2.88 -5.19 -2.12 0.397
H 3.86 -2.53 2.97 -0.162
H 5.15 -3.20 3.57 0.321
C 0.10 -1.60 0.99 -0.887
C 1.13 -0.79 0.18 1.466
C 0.42 0.25 -0.75 0.168
O -0.42 -0.47 -1.60 0.946
C -1.13 0.41 -2.51 -0.632
N 1.90 -0.07 1.22 1.888
H 0.67 -2.24 1.66 -0.238
H -0.43 -2.39 0.44 0.537
H -0.60 -1.05 1.63 -0.127
H 1.80 -1.40 -0.42 -0.120
H 1.07 0.93 -1.30 -0.485
H -0.29 0.88 -0.22 -0.655
H -1.92 0.86 -1.91 0.137
H -1.52 -0.19 -3.33 -0.134
H -0.59 1.25 -2.95 0.219
H 2.18 -0.86 1.78 -1.257
H 1.35 0.49 1.85 -0.757
C 3.60 -0.13 4.42 -1.163
C 2.41 -0.94 4.93 0.469
C 1.14 -0.14 5.09 -1.484
O 0.59 0.20 3.85 0.710
C -0.74 0.64 3.95 -0.992
N 2.14 -1.99 3.94 0.388
H 3.29 0.32 3.47 -0.277
H 4.46 -0.79 4.29 0.376
H 3.83 0.67 5.12 0.545
H 2.61 -1.40 5.90 0.570
H 1.30 0.81 5.59 0.477
H 0.48 -0.81 5.63 0.454
H -1.16 0.64 2.94 0.050
H -0.70 1.56 4.53 0.348
H -1.37 0.00 4.56 0.320
H 1.62 -2.70 4.42 0.012
H 1.39 -1.52 3.46 -0.887
C 5.96 1.82 1.61 -1.718
C 5.64 0.37 1.17 2.934
C 6.05 0.06 -0.29 -1.126
O 5.43 0.75 -1.35 -0.431
C 4.13 0.40 -1.69 -0.050
N 6.34 -0.54 2.09 -0.817
H 5.46 2.46 0.89 0.285
H 7.03 2.01 1.73 0.427
H 5.39 1.87 2.54 0.353
H 4.57 0.21 1.26 -1.210
H 5.96 -1.02 -0.38 0.250
H 7.10 0.31 -0.47 0.261
H 3.37 0.47 -0.91 -0.093
H 3.98 -0.63 -2.02 0.058
H 3.78 1.20 -2.34 0.268
H 6.22 -0.29 3.06 0.409
H 5.79 -1.39 2.06 0.315
C -5.15 5.01 2.78 -1.642
C -4.02 5.57 1.95 1.209
C -3.77 4.69 0.70 -0.573
O -2.92 3.58 1.16 -0.237
C -2.68 2.66 0.10 -0.184
N -4.44 6.85 1.43 -0.739
H -4.92 4.01 3.16 0.292
H -6.12 4.94 2.29 0.368
H -5.32 5.63 3.66 0.421
H -3.08 5.69 2.49 -0.340
H -3.27 5.23 -0.10 0.314
H -4.74 4.43 0.29 0.154
H -2.22 1.75 0.49 0.056
H -2.06 3.00 -0.74 0.319
H -3.50 2.33 -0.54 0.114
H -5.17 6.74 0.74 0.252
H -3.64 7.26 0.97 0.334
C -3.25 -3.87 -1.13 -1.792
C -3.78 -3.44 0.24 1.964
C -4.95 -2.54 0.15 -1.276
O -4.60 -1.32 -0.55 -0.102
C -5.61 -0.30 -0.52 -0.461
N -4.22 -4.64 0.90 -0.634
H -4.04 -4.28 -1.77 0.600
H -2.43 -4.59 -1.03 0.497
H -2.75 -3.07 -1.67 0.024
H -3.00 -3.04 0.89 -0.478
H -5.28 -2.30 1.16 0.412
H -5.78 -3.04 -0.35 0.364
H -6.51 -0.60 -1.04 0.348
H -5.23 0.67 -0.85 -0.277
H -5.83 -0.11 0.54 0.374
H -4.87 -5.10 0.29 0.297
H -4.86 -4.37 1.64 0.139
C 2.23 4.18 -2.40 -0.737
C 0.95 4.95 -2.12 0.635
C 0.56 5.12 -0.59 -0.858
O 1.25 6.31 -2.45 -0.649
H 3.16 4.51 -1.94 0.386
H 2.52 4.18 -3.45 0.442
H 2.04 3.12 -2.19 -0.320
H 0.12 4.69 -2.78 0.076
H 1.43 5.36 0.02 0.524
H 0.14 4.21 -0.15 -0.309
H -0.26 5.82 -0.45 0.381
H 1.82 6.69 -1.77 0.368
C -3.24 -4.44 -6.51 -1.280
C -4.11 -3.48 -5.65 0.725
C -3.58 -2.06 -5.69 -0.804
O -5.48 -3.50 -6.04 -0.560
H -2.31 -4.61 -5.96 0.223
H -3.02 -3.96 -7.46 0.322
H -3.71 -5.41 -6.66 0.439
H -4.03 -3.87 -4.64 -0.098
H -2.53 -2.07 -5.38 0.035
H -4.09 -1.40 -4.98 0.265
H -3.67 -1.63 -6.69 0.415
H -5.73 -4.41 -6.22 0.332
C -0.99 -8.44 1.72 -1.609
C -1.40 -6.94 1.51 1.153
C -0.24 -6.07 1.04 -0.404
O -2.46 -6.91 0.56 -0.661
H -0.10 -8.48 2.36 0.275
H -0.69 -8.88 0.77 0.407
H -1.81 -8.98 2.18 0.400
H -1.80 -6.59 2.46 -0.124
H -0.60 -5.04 1.02 -0.335
H 0.04 -6.38 0.04 0.536
H 0.62 -6.16 1.70 0.243
H -2.98 -6.12 0.69 0.211

***

7
Properties=species:S:1:pos:R:3:mulliken_charge:R:1 method="wB97M-V/def2-TZVPD" e_above_lowest_ev=4.792 lumo_ev="0.13 / -3.18" multiplicity=3 s_squared=2.01 gap_ev="6.87 / 6.70"
N -0.46 -1.01 -0.05 -0.215
O -0.75 1.39 1.18 -0.216
P 1.21 -0.54 -0.43 0.419
Cl -1.12 -0.07 1.27 0.425
Cl -1.45 -1.12 -1.48 -0.100
Cl 0.63 0.93 -1.67 -0.156
Cl 1.94 0.41 1.18 -0.157

***

122
Properties=species:S:1:pos:R:3:mulliken_charge:R:1 method="wB97M-V/def2-TZVPD" lumo_ev="-1.40 / -1.40" gap_ev="4.69 / 4.69"
Sn -0.60 -0.87 0.36 1.149
C -2.97 2.28 5.91 -0.907
C -4.18 2.32 5.20 -0.779
C -4.33 1.65 4.00 0.171
C -3.23 0.95 3.51 -0.265
C -3.02 0.19 2.29 -0.194
N -3.96 0.02 1.37 -0.339
C -3.84 -0.80 0.34 -0.020
C -4.93 -1.06 -0.60 0.294
C -6.20 -0.52 -0.72 -0.164
C -6.99 -0.99 -1.76 -0.687
C -6.53 -1.98 -2.63 -0.709
C -5.27 -2.52 -2.50 0.064
C -4.46 -2.04 -1.47 0.075
C -3.09 -2.34 -1.07 -0.461
N -2.32 -3.20 -1.70 -0.282
C -1.09 -3.53 -1.31 -0.291
N -0.45 -3.12 -0.19 -0.252
C 0.79 -3.68 -0.16 -0.330
N 1.71 -3.54 0.78 -0.316
C 1.57 -2.74 1.83 -0.702
N 0.56 -1.87 2.08 -0.162
C 0.80 -1.24 3.26 -0.007
N 0.05 -0.34 3.88 -0.304
C -1.14 0.05 3.45 -0.448
N -1.75 -0.28 2.28 -0.083
C -2.04 0.89 4.23 0.071
C -1.89 1.55 5.44 0.248
C 2.06 -1.72 3.81 -0.015
C 2.78 -1.38 4.95 -0.021
C 3.99 -2.02 5.17 -0.752
C 4.46 -2.99 4.28 -0.853
C 3.75 -3.33 3.14 0.070
C 2.55 -2.67 2.91 0.316
C 0.97 -4.51 -1.34 0.476
C 2.05 -5.25 -1.82 0.049
C 1.91 -5.87 -3.05 -0.794
C 0.72 -5.78 -3.78 -0.726
C -0.36 -5.04 -3.30 -0.179
C -0.21 -4.41 -2.08 -0.035
N -2.77 -1.57 0.00 -0.174
H -2.89 2.82 6.84 0.406
H -5.01 2.88 5.61 0.429
H -5.26 1.67 3.44 0.616
H -6.53 0.24 -0.04 0.583
H -7.99 -0.59 -1.89 0.418
H -7.18 -2.32 -3.43 0.409
H -4.91 -3.29 -3.17 0.565
H -0.96 1.51 5.99 0.622
H 2.40 -0.63 5.64 0.582
H 4.57 -1.78 6.05 0.420
H 5.41 -3.48 4.48 0.422
H 4.10 -4.08 2.45 0.598
H 2.96 -5.33 -1.24 0.562
H 2.73 -6.45 -3.45 0.420
H 0.63 -6.28 -4.73 0.411
H -1.28 -4.95 -3.86 0.599
C -0.90 -1.41 -5.34 -1.409
Sb -0.28 -0.82 -3.35 0.937
C 0.73 0.97 -4.02 -1.002
C -2.16 0.21 -3.06 -1.038
H -1.40 -0.56 -5.82 0.432
H -1.60 -2.24 -5.27 0.345
H -0.05 -1.72 -5.94 0.369
H 0.39 1.24 -5.02 0.462
H 1.81 0.81 -4.03 0.318
H 0.51 1.78 -3.32 0.003
H -2.26 1.03 -3.77 0.624
H -2.21 0.61 -2.04 -0.165
H -2.98 -0.49 -3.19 0.448
N 2.15 -0.63 -0.75 -0.216
C 3.22 -0.95 -0.46 0.008
N 4.45 -1.29 -0.13 0.137
C 4.90 -2.68 -0.26 0.229
C 5.59 -2.91 -1.62 -0.699
C 5.95 -1.56 -2.27 -0.708
C 6.56 -0.63 -1.23 -0.563
C 5.52 -0.29 -0.15 -0.887
H 4.03 -3.32 -0.12 -0.429
H 5.59 -2.87 0.56 0.409
H 4.94 -3.47 -2.29 0.261
H 6.49 -3.50 -1.47 0.375
H 5.05 -1.10 -2.69 0.193
H 6.65 -1.72 -3.09 0.478
H 6.92 0.29 -1.69 0.404
H 7.43 -1.12 -0.77 0.313
H 5.06 0.69 -0.33 0.417
H 5.98 -0.25 0.84 0.286
C 2.61 4.99 -2.19 -0.655
C 1.38 5.59 -1.96 -0.671
C 0.37 4.89 -1.31 -0.324
C 0.58 3.57 -0.91 0.212
C 1.82 2.98 -1.15 -0.310
C 2.83 3.68 -1.78 -0.348
P -0.66 2.54 -0.02 1.423
C -2.27 3.32 -0.37 0.213
C -2.60 3.69 -1.68 -0.583
C -3.88 4.11 -1.99 -0.803
C -4.86 4.15 -1.01 -0.790
C -4.56 3.75 0.28 -0.935
C -3.28 3.32 0.60 -0.720
C -0.22 3.11 1.67 0.443
C 0.75 2.36 2.34 -0.027
C 1.17 2.70 3.61 -0.430
C 0.61 3.80 4.25 -0.825
C -0.34 4.57 3.59 -0.682
C -0.75 4.24 2.31 -0.281
H 3.40 5.54 -2.70 0.387
H 1.21 6.61 -2.29 0.438
H -0.58 5.37 -1.12 0.348
H 1.97 1.94 -0.85 0.221
H 3.79 3.21 -1.95 0.459
H -1.84 3.63 -2.45 0.548
H -4.12 4.40 -3.01 0.439
H -5.87 4.48 -1.25 0.397
H -5.33 3.75 1.05 0.469
H -3.06 3.00 1.61 0.525
H 1.17 1.48 1.84 0.028
H 1.90 2.09 4.12 0.395
H 0.93 4.06 5.25 0.418
H -0.76 5.44 4.08 0.457
H -1.48 4.85 1.80 0.440